Entry from the OMol25 dataset: a single C23H31N3O molecule (wB97M-V/def2-TZVPD).

LUMO energy: 0.8 eV
SMILES: CCOc1ccccc1N1CCN(C/C=C/c2ccc(N(C)C)cc2)CC1
maximum force: 0.61 eV/A
HOMO-LUMO gap: 0.2922 hartree

Bonds (Å) are listed after each position.
Positions of all 58 atoms, in Å:
1 C -0.7366 -2.6469 0.2699  C2 1.526, H28 1.087, H29 1.088, H30 1.088
2 C -1.5824 -2.3253 1.4986  C1 1.526, O3 1.410, H31 1.097, H32 1.095
3 O -2.4118 -1.2007 1.3117  C2 1.410, C4 1.379
4 C -3.5130 -1.2769 0.4853  O3 1.379, C5 1.385, C9 1.417
5 C -4.0480 -2.4750 0.0425  C4 1.385, C6 1.387, H33 1.079
6 C -5.1536 -2.5118 -0.7935  C5 1.387, C7 1.379, H34 1.079
7 C -5.7453 -1.3296 -1.1867  C6 1.379, C8 1.382, H35 1.080
8 C -5.2334 -0.1257 -0.7420  C7 1.382, C9 1.398, H36 1.079
9 C -4.1118 -0.0548 0.0900  C4 1.417, C8 1.398, N10 1.379
10 N -3.6462 1.1887 0.4623  C9 1.379, C11 1.440, C27 1.447
11 C -2.8319 1.4654 1.6177  N10 1.440, C12 1.544, H37 1.099, H38 1.086
12 C -1.3588 1.6834 1.2113  C11 1.544, N13 1.459, H39 1.089, H40 1.097
13 N -1.2424 2.2372 -0.1331  C12 1.459, C14 1.453, C26 1.446
14 C -0.9928 1.2407 -1.1602  N13 1.453, C15 1.499, H41 1.097, H42 1.103
15 C 0.4028 0.6954 -1.1210  C14 1.499, C16 1.331, H43 1.082
16 C 1.4000 1.1944 -0.3939  C15 1.331, C17 1.452, H44 1.082
17 C 2.7609 0.6934 -0.3240  C16 1.452, C18 1.396, C25 1.396
18 C 3.1781 -0.5084 -0.8978  C17 1.396, C19 1.377, H45 1.080
19 C 4.4820 -0.9417 -0.8038  C18 1.377, C20 1.403, H46 1.078
20 C 5.4561 -0.1901 -0.1306  C19 1.403, N21 1.377, C24 1.402
21 N 6.7706 -0.5980 -0.0773  C20 1.377, C22 1.442, C23 1.443
22 C 7.6969 0.0948 0.7846  N21 1.442, H47 1.088, H48 1.092, H49 1.097
23 C 7.1202 -1.9323 -0.4997  N21 1.443, H50 1.092, H51 1.097, H52 1.088
24 C 5.0351 1.0103 0.4587  C20 1.402, C25 1.377, H53 1.078
25 C 3.7275 1.4310 0.3617  C17 1.396, C24 1.377, H54 1.081
26 C -2.3770 3.0864 -0.4178  N13 1.446, C27 1.549, H55 1.093, H56 1.093
27 C -3.7132 2.3045 -0.4572  N10 1.447, C26 1.549, H57 1.092, H58 1.101
28 H -0.0952 -3.4991 0.4780  C1 1.087
29 H -1.3713 -2.8800 -0.5823  C1 1.088
30 H -0.1156 -1.7901 0.0183  C1 1.088
31 H -2.1651 -3.1999 1.8142  C2 1.097
32 H -0.9306 -2.0369 2.3294  C2 1.095
33 H -3.5955 -3.4096 0.3349  C5 1.079
34 H -5.5389 -3.4630 -1.1276  C6 1.079
35 H -6.6108 -1.3372 -1.8323  C7 1.080
36 H -5.7219 0.7911 -1.0335  C8 1.079
37 H -3.2287 2.3784 2.0827  C11 1.099
38 H -2.9178 0.6562 2.3370  C11 1.086
39 H -0.8175 0.7395 1.2459  C12 1.089
40 H -0.8860 2.3794 1.9149  C12 1.097
41 H -1.1435 1.7223 -2.1346  C14 1.097
42 H -1.6950 0.3912 -1.1115  C14 1.103
43 H 0.5540 -0.1575 -1.7699  C15 1.082
44 H 1.1995 2.0721 0.2057  C16 1.082
45 H 2.4675 -1.1285 -1.4238  C18 1.080
46 H 4.7396 -1.8821 -1.2634  C19 1.078
47 H 8.6819 -0.3580 0.6941  C22 1.088
48 H 7.7827 1.1412 0.4844  C22 1.092
49 H 7.3944 0.0562 1.8385  C22 1.097
50 H 6.8886 -2.0681 -1.5584  C23 1.092
51 H 6.5920 -2.7025 0.0760  C23 1.097
52 H 8.1898 -2.0831 -0.3719  C23 1.088
53 H 5.7312 1.6273 1.0031  C24 1.078
54 H 3.4419 2.3632 0.8296  C25 1.081
55 H -2.4091 3.8532 0.3611  C26 1.093
56 H -2.2178 3.5888 -1.3749  C26 1.093
57 H -3.8811 1.9236 -1.4673  C27 1.092
58 H -4.5438 2.9803 -0.2001  C27 1.101

=====

Entry from the OMol25 dataset: 2 unconnected molecules or ions with the total composition C7H14O in a non-equilibrium geometry (wB97M-V/def2-TZVPD).

LUMO energy: 0.2 eV
SMILES: C=C(C)C=O.CCC
maximum force: 3.17 eV/A
HOMO-LUMO gap: 0.3690 hartree

Bonds (Å) are listed after each position.
Positions of all 22 atoms, in Å:
1 C 1.3357 0.4121 -2.0185  C2 1.331, H6 1.079, H7 1.079
2 C 0.0879 0.0239 -1.7661  C1 1.331, C3 1.496, C4 1.545
3 C -0.5553 -1.2183 -2.2970  C2 1.496, H8 1.088, H9 1.091, H10 1.091
4 C -0.8173 0.9788 -0.9557  C2 1.545, O5 1.210, H11 1.106
5 O -0.5373 2.1351 -0.7366  C4 1.210
6 H 1.6839 1.3687 -1.6601  C1 1.079
7 H 2.0464 -0.2243 -2.5236  C1 1.079
8 H 0.1755 -1.8471 -2.8007  C3 1.088
9 H -1.0065 -1.7904 -1.4854  C3 1.091
10 H -1.3609 -0.9625 -2.9862  C3 1.091
11 H -1.8706 0.6455 -1.0030  C4 1.106
12 C 1.1914 0.6626 1.8865  C13 1.522, H15 1.089, H16 1.089, H17 1.089
13 C 0.2250 -0.4495 1.5036  C12 1.522, C14 1.523, H18 1.094, H19 1.169
14 C -1.1717 -0.2132 2.0631  C13 1.523, H20 1.089, H21 1.089, H22 1.089
15 H 0.8827 1.5969 1.4194  C12 1.089
16 H 2.2056 0.4270 1.5662  C12 1.089
17 H 1.2010 0.8237 2.9635  C12 1.089
18 H 0.6017 -1.3985 1.8975  C13 1.094
19 H 0.2542 -0.5313 0.3374  C13 1.169
20 H -1.1495 -0.0690 3.1423  C14 1.089
21 H -1.5954 0.6843 1.6138  C14 1.089
22 H -1.8265 -1.0545 1.8395  C14 1.089